1.
DFT (ωB97M-V/def2-TZVPD) results for a 2-piece molecular cluster, C15H17Cl4FN3O5P overall.

The geometry in ORCA input format:
```
! wB97M-V def2-TZVPD RIJCOSX def2/J DEFGRID3
* xyz 0 1
Cl 3.6084 3.5842 -1.7406
Cl 4.4957 0.9533 -2.5942
Cl 2.1041 1.2243 -0.9589
Cl 2.4170 -3.9577 1.7940
P -1.4223 3.0962 1.9393
F -4.1890 0.1964 1.0533
O -2.9523 3.1770 2.5684
O 2.0463 -3.9458 -2.2864
O -0.3022 3.5024 3.1171
O -1.3172 4.1915 0.9038
O 4.0966 -4.8388 -1.8942
N -0.0909 -2.2518 -1.1061
N 0.3161 0.6852 3.0671
N 0.9837 -1.7033 1.6945
C 1.2872 -2.8095 0.9744
C -0.1945 0.4547 1.7305
C 3.7113 1.8751 -1.3049
C -0.3632 -1.1303 -0.3423
C 0.7608 -3.0519 -0.4036
C -4.5451 0.6493 -0.2615
C -1.2583 -0.0854 -0.9659
C 1.2261 -4.3715 -1.1594
C 3.9821 -2.5060 -1.3166
C -1.0394 1.4962 1.1072
C -1.5827 1.1624 -0.2841
C 0.1541 -0.8277 1.0241
C -3.9893 2.1022 -0.5026
C 3.3896 -3.8656 -1.8589
C -2.5222 2.1449 -1.0806
H 0.4189 -0.2301 3.5328
H -3.1265 4.1401 2.6481
H 3.5653 -1.6191 -1.8734
H 4.3155 1.7876 -0.4072
H -3.9930 2.6147 0.4999
H -5.6761 0.6484 -0.2728
H -0.4754 1.1145 3.5640
H 0.2985 -4.8051 -1.6347
H -4.7252 2.6489 -1.1547
H 1.7507 -5.0950 -0.4901
H -2.0618 3.1654 -1.1097
H -2.5473 1.7862 -2.1549
H 0.4260 3.9913 2.6815
H 5.0916 -2.5405 -1.5163
H 3.8004 -2.3744 -0.2147
H -1.6758 -0.2832 -1.9891
H -4.1963 -0.0998 -1.0215
*
```

Output
Kohn-Sham gap (eV): 7.47
Max |F| (eV/A): 4.63
LUMO (eV): -1.29



2.
DFT (ωB97M-V/def2-TZVPD) results for C15H17CoN3O2SSe2 as an isolated structure.

The geometry in ORCA input format:
```
! wB97M-V def2-TZVPD RIJCOSX def2/J DEFGRID3
* xyz 1 5
Se -2.0152 0.4265 -2.2507
Se 1.0048 0.5347 -2.7077
Co -0.1836 0.6603 -0.7015
S 0.2301 5.4293 -0.8765
O -0.4492 -3.2549 -4.6022
O -0.1890 -1.3746 -0.1166
N 0.3120 2.7325 2.8982
N -0.0969 2.9331 -0.6738
N 0.2758 1.1312 1.3703
C 0.0679 -2.3442 -1.1123
C 0.8561 -0.0365 5.2844
C 0.4892 1.5546 3.5798
C -0.3868 -3.4267 -3.2268
C 0.7392 -1.0591 4.3245
C 0.1972 2.4092 1.5996
C 0.1574 3.4294 0.5414
C 0.3026 4.7834 0.6857
C -0.1450 3.9020 -1.5431
C -1.8663 -1.5180 -2.5439
C 0.7649 1.3222 4.9199
C -0.4135 -2.0679 -2.5116
C 0.5308 -0.7742 2.9708
C 0.5481 -1.1685 -3.3684
C 0.4116 0.5517 2.5988
H -0.2922 3.7845 -2.6372
H 0.2285 3.6115 3.3813
H 0.1700 -0.9801 -4.3985
H 1.1601 -2.4212 -1.0875
H -1.1012 -1.4225 0.2775
H 0.3623 -1.5723 2.2397
H -0.2660 -3.3187 -0.7731
H -2.3730 -1.9612 -1.6826
H 1.0859 -0.2804 6.2892
H -0.8900 -3.9846 -5.0164
H -1.1983 -4.0947 -2.8720
H 0.8529 -2.1133 4.5695
H -2.3897 -1.7977 -3.4781
H 0.5474 5.3866 1.5428
H 0.5421 -3.9818 -2.9622
H 1.4717 -1.7144 -3.5566
H 0.9474 2.0849 5.6257
*
```

Output
Kohn-Sham gap (alpha / beta) (eV): 7.34 / 7.19
Expectation value of S²: 6.019
Max |F| (eV/A): 2.41
LUMO (alpha / beta) (eV): -2.98 / -4.30



3.
DFT (ωB97M-V/def2-TZVPD) results for C15H17ErN2S2 as an isolated structure.

The geometry in ORCA input format:
```
! wB97M-V def2-TZVPD RIJCOSX def2/J DEFGRID3
* xyz 2 4
Er 0.0331 0.0466 -0.8960
S -3.1593 -1.8408 2.1707
S 0.9212 2.9060 3.3466
N -1.1271 -0.9106 0.8396
N 0.6953 1.3455 1.2430
C 2.3555 -0.6206 -0.5198
C -1.4394 0.0728 1.8262
C 2.9590 2.5564 1.5354
C 1.8677 0.7066 -2.3646
C -0.5236 1.9966 3.1326
C 2.3428 0.7221 -1.0135
C -0.5000 1.1678 2.0191
C 1.5539 2.1539 1.8490
C -1.8310 -3.1012 -0.0328
C 1.9381 -1.4885 -1.5834
C -2.4851 -0.3125 2.6313
C -2.2824 -0.9505 -2.5241
C -1.9922 -1.9213 0.8555
C -2.2555 0.4124 -2.3942
C 1.6018 -0.6635 -2.7116
H -1.9107 -1.4726 -3.4197
H -1.9082 1.0578 -3.2172
H -1.5218 -3.9635 0.5725
H 2.9960 3.1977 0.6532
H -2.7847 -3.3153 -0.5319
H 3.6399 1.7098 1.4569
H -1.3404 2.0065 3.8389
H 2.0643 -2.5749 -1.5875
H 2.8390 -0.9350 0.4074
H 3.2732 3.1549 2.3972
H -2.7912 0.2505 3.5115
H -2.9499 -1.5705 -1.9057
H 2.7093 1.5962 -0.4907
H -1.0630 -2.9158 -0.7956
H 1.2929 -1.0200 -3.6916
H 1.6775 1.5975 -2.9550
H -2.8950 0.9195 -1.6517
*
```

Output
Kohn-Sham gap (alpha / beta) (eV): 7.40 / 7.49
Expectation value of S²: 3.753
Max |F| (eV/A): 3.15
LUMO (alpha / beta) (eV): -7.46 / -7.38



4.
DFT (ωB97M-V/def2-TZVPD) results for a 2-piece molecular cluster, C15H17FN2O2 overall.

The geometry in ORCA input format:
```
! wB97M-V def2-TZVPD RIJCOSX def2/J DEFGRID3
* xyz 0 1
F 0.0246 -3.2299 1.5174
O 2.1096 -1.4579 2.3683
O 0.6836 -0.3654 3.5935
N 0.9887 -1.3265 2.8850
N 1.4519 0.5312 -1.4519
C -0.1922 -2.5041 2.6755
C -3.3153 -0.2817 3.2195
C 2.2096 3.1476 -4.8006
C 1.8891 2.3019 -3.5872
C 0.8180 0.3591 -2.5899
C 2.4479 2.5562 -2.3065
C -2.5999 -2.9246 2.7363
C -1.6025 -1.9533 2.8008
C -0.1509 -0.7894 -2.4944
C 2.4894 1.7733 0.2113
C -1.9857 -0.6071 2.9480
C -3.9379 -2.5832 2.9408
C -4.3004 -1.2754 3.2807
C 2.1359 1.6378 -1.2752
C 1.0433 1.1831 -3.7106
H 1.9112 4.1975 -4.7108
H 1.5934 2.1329 0.7606
H -1.2538 0.1888 2.8575
H 0.2601 -1.7040 -2.0321
H 3.3239 2.4741 0.3699
H -2.3462 -3.9620 2.4953
H 3.1046 3.3773 -2.0235
H -5.3526 -1.0371 3.5137
H 3.2914 3.0838 -4.9452
H 2.7200 0.8016 0.7211
H -0.5678 -1.0404 -3.4648
H -0.9652 -0.5128 -1.8064
H 0.5475 0.9135 -4.6355
H -3.5871 0.7565 3.3415
H -4.7025 -3.3343 2.7661
H 0.1095 -3.2165 3.4860
H 1.7070 2.6890 -5.6544
*
```

Output
Relative energy (zero: lowest compared OMol25 entry of this formula, charge and spin) (kcal/mol): 99.2
Kohn-Sham gap (eV): 8.87
Max |F| (eV/A): 2.85
LUMO (eV): 0.05



5.
DFT (ωB97M-V/def2-TZVPD) results for C15H17HfNO3S as an isolated structure.

The geometry in ORCA input format:
```
! wB97M-V def2-TZVPD RIJCOSX def2/J DEFGRID3
* xyz 0 1
Hf -0.2235 0.6799 -1.8960
S 0.4627 0.4109 0.9179
O 0.6917 -0.4915 -0.3401
O -0.8280 1.0661 0.6725
O 1.5428 1.3279 1.1817
N -1.9614 -0.0320 -2.2205
C 0.3894 -0.0473 3.5785
C 0.2899 -2.2165 4.6852
C 0.2459 -2.8193 3.4186
C -0.9419 -0.7303 -5.0023
C -1.2581 2.8394 -1.8711
C -1.1878 2.6018 -3.2830
C 0.2769 -2.0579 2.2410
C 0.3595 -0.8150 4.7429
C 0.3543 -0.6649 2.3144
C 1.2287 -0.2990 -3.5827
C 0.1853 2.6104 -3.6737
C 0.0985 2.9804 -1.3757
C 0.9880 2.8604 -2.5134
C 0.2647 -3.0140 5.9624
C -0.0102 -0.3791 -4.1218
H 0.3763 3.4477 -0.4337
H 0.5510 2.5666 -4.7001
H 1.7087 -1.1498 -3.0562
H -2.0317 2.5593 -3.9683
H 1.1592 -2.8309 6.5673
H 0.2394 -2.5399 1.2648
H -0.5929 -2.7435 6.5875
H -1.9969 -0.5108 -4.7889
H 0.4462 1.0425 3.6490
H -2.7205 -0.6946 -2.0529
H 0.3931 -0.3206 5.7255
H 0.2092 -4.0822 5.7538
H -2.1512 3.1031 -1.3101
H -0.7875 -1.2753 -5.9438
H 2.0024 0.3833 -3.9817
H 0.1881 -3.9166 3.3667
H 2.0397 3.1514 -2.5140
*
```

Output
Relative energy (zero: lowest compared OMol25 entry of this formula, charge and spin) (kcal/mol): 0.0
Kohn-Sham gap (alpha / beta) (eV): 7.34 / 7.35
Max |F| (eV/A): 2.70
LUMO (alpha / beta) (eV): -0.45 / -0.45



6.
DFT (ωB97M-V/def2-TZVPD) results for C15H17MoN3O5S as an isolated structure.

The geometry in ORCA input format:
```
! wB97M-V def2-TZVPD RIJCOSX def2/J DEFGRID3
* xyz 2 1
Mo 0.5425 -0.1809 0.1278
S 3.6781 1.1505 0.4188
O -2.4926 1.6471 0.2028
O 0.6509 -1.9257 0.6566
O -0.0349 -4.0428 1.0473
O -0.2840 1.4150 -0.1474
O 2.3416 0.2490 0.2019
N -0.0727 3.9071 -1.0252
N -1.5502 -0.9687 0.0523
N -1.3093 3.3981 -0.6204
C 5.9304 -0.4391 -2.4982
C 4.6104 1.9575 -1.9282
C 5.3177 1.8245 -3.1109
C 6.0711 0.3536 3.4702
C 5.2395 -0.3233 -1.3090
C -0.3316 -2.9362 0.8088
C 4.4899 0.2472 1.6933
C 4.2942 -1.1164 1.8821
C 5.8967 -1.0084 3.6744
C 5.9696 0.6313 -3.3911
C -1.7011 -2.3270 0.6108
C 5.3540 1.0020 2.4768
C 4.5806 0.8784 -1.0455
C 5.0089 -1.7388 2.8918
C -1.4639 2.1543 -0.1606
H 0.1537 4.7177 -0.4604
H 5.3671 2.6506 -3.8062
H -2.1964 -2.2892 1.5812
H -0.1310 4.1913 -1.9962
H 4.1018 2.8826 -1.6854
H 6.4544 -1.3562 -2.7288
H 4.8728 -2.7971 3.0671
H 5.2268 -1.1347 -0.5944
H -2.2848 -2.9813 -0.0337
H 6.7539 0.9163 4.0912
H 3.6024 -1.6792 1.2706
H -2.1726 -0.2708 0.4815
H -1.8394 -0.9481 -0.9275
H 6.4507 -1.5063 4.4587
H 5.4670 2.0684 2.3215
H 6.5273 0.5320 -4.3128
H -2.1496 3.9610 -0.6554
*
```

Output
Relative energy (zero: lowest compared OMol25 entry of this formula, charge and spin) (kcal/mol): 0.0
Kohn-Sham gap (eV): 7.02
Max |F| (eV/A): 0.35
LUMO (eV): -8.45



7.
DFT (ωB97M-V/def2-TZVPD) results for C15H17NO as an isolated structure.

The geometry in ORCA input format:
```
! wB97M-V def2-TZVPD RIJCOSX def2/J DEFGRID3
* xyz 0 1
O -1.9794 -1.8224 0.4581
N -0.4159 0.2382 -2.0281
C 0.5127 2.9246 0.8710
C -0.1887 1.1239 -1.0169
C -1.0728 -0.9441 -1.9584
C -0.1514 -1.8487 -0.8622
C 0.8781 4.0455 1.9733
C -0.4060 2.1974 1.2462
C 1.7712 -3.1185 -0.2264
C -0.0808 -3.1373 1.1160
C -1.4508 2.1882 2.2148
C 1.0757 -3.6421 0.7010
C 1.2987 2.8888 -0.3873
C 1.0132 2.0339 -1.2420
C -0.7301 1.2393 0.1676
C 1.0214 -2.3787 -1.0397
C -0.9643 -2.2788 0.1849
H 1.4570 -2.0235 -1.9434
H -0.5262 -3.4368 2.0471
H -1.5839 0.6205 0.0907
H 1.4620 -4.1501 1.2866
H 0.6068 0.1792 -2.8528
H 1.6710 4.7127 1.6191
H 2.7307 -3.5285 -0.5651
H -1.8632 -0.6750 -1.4495
H -1.0193 -1.4655 -3.0558
H -0.1450 4.7431 2.2181
H -2.3588 -2.2889 1.2206
H -1.8828 3.0685 2.4285
H -1.9991 1.4532 2.0767
H 2.0928 3.7543 -0.5267
H -0.8110 2.0555 3.1153
H 0.9294 3.6699 2.8669
H 1.7098 2.0285 -2.0826
*
```

Output
Relative energy (zero: lowest compared OMol25 entry of this formula, charge and spin) (kcal/mol): 265.3
Kohn-Sham gap (eV): 7.75
Max |F| (eV/A): 19.50
LUMO (eV): 0.47



8.
DFT (ωB97M-V/def2-TZVPD) results for a 2-piece molecular cluster, C15H18 overall.

The geometry in ORCA input format:
```
! wB97M-V def2-TZVPD RIJCOSX def2/J DEFGRID3
* xyz -1 2
C -0.4707 0.5839 -1.7051
C -0.3030 -0.6571 -2.3431
C 2.7063 -1.4796 0.8420
C -3.6377 0.0770 0.2783
C 3.1588 0.8859 0.7624
C 2.6106 -1.4469 2.1938
C 3.5102 2.1598 0.0842
C -2.2342 -1.3667 -1.1650
C -2.4645 -0.1193 -0.6606
C 2.7514 -0.2821 0.1002
C 2.7116 -0.1943 2.8747
C 2.9699 0.9604 2.1969
C -1.2519 -1.5985 -2.1399
C -4.9855 -0.3326 -0.2301
C -1.5199 0.9074 -0.8901
H -3.6232 1.1837 0.4963
H -5.0320 -0.6181 -1.3391
H -3.3930 -0.3840 1.2343
H 4.3825 2.6330 0.5603
H 2.8520 -2.3866 0.2713
H -5.7129 0.4689 -0.4995
H 0.3926 1.2356 -1.8598
H 3.8458 2.0521 -0.9315
H -5.4630 -1.1165 0.3376
H 2.5748 -0.1129 3.9449
H 2.7641 2.9863 0.1612
H -2.7550 -2.2397 -0.8337
H -1.3965 -2.5185 -2.6835
H -1.7958 1.9616 -0.6121
H 2.6622 -0.1772 -0.9549
H 2.5642 -2.3272 2.8264
H 0.5612 -0.6630 -2.9665
H 3.0205 1.9252 2.6496
*
```

Output
Relative energy (zero: lowest compared OMol25 entry of this formula, charge and spin) (kcal/mol): 38.6
Kohn-Sham gap (alpha / beta) (eV): 2.21 / 8.96
Expectation value of S²: 0.751
Max |F| (eV/A): 3.54
LUMO (alpha / beta) (eV): 3.44 / 3.37



Which formula does entry 2 have?
C15H17CoN3O2SSe2



max |F| of number 1 (C15H17Cl4FN3O5P)?
4.63 eV/A



Which value of max |F| does entry 5 give?
2.70 eV/A